[1]
Here is C35H49AsBrF10N7O2PrSi3 as an isolated structure in a non-equilibrium geometry from the OMol25 dataset. Energies are from ωB97M-V/def2-TZVPD.

The geometry in XYZ format:
```
109
Properties=species:S:1:pos:R:3:lowdin_charge:R:1
Pr 0.6210 -1.7288 1.5228 1.386
C 3.5084 -2.5640 3.4625 -0.080
N 3.0204 -1.2830 2.9460 -0.241
C 3.9507 -0.6380 1.9944 -0.182
C 3.8019 -1.1159 0.6045 -0.227
N 2.4319 -1.0795 0.1143 -0.122
C 2.2356 -1.4885 -1.1766 -0.151
C 3.1413 -2.1976 -2.1234 -0.113
F 4.4432 -2.3025 -1.8573 0.097
C 2.5948 -2.9404 -3.1722 -0.165
F 3.4174 -3.7252 -3.8420 0.135
C 1.2353 -2.9512 -3.5179 -0.144
F 0.7602 -3.7890 -4.4592 0.101
C 0.4274 -2.0363 -2.8294 -0.145
F -0.8747 -1.8305 -3.2268 0.077
C 0.9239 -1.3257 -1.7785 -0.097
F -0.0278 -0.7384 -0.8849 -0.038
C 2.8708 -0.4014 4.1151 -0.195
C 1.4680 -0.1071 4.5409 -0.200
N 0.5438 -0.1605 3.3860 -0.139
C -0.6604 0.3986 3.5530 -0.225
C -1.3570 0.8315 2.4295 -0.094
F -0.7954 0.4815 1.1778 -0.028
C -2.7022 1.1186 2.3611 -0.165
F -3.3480 1.2459 1.2027 0.122
C -3.3993 1.1939 3.5684 -0.125
F -4.7230 1.4900 3.5986 0.098
C -2.7490 0.8375 4.7652 -0.121
F -3.3870 0.9972 5.9542 0.105
C -1.4609 0.3544 4.7708 -0.153
F -1.0543 -0.3896 5.7795 0.111
H 4.5030 -2.4882 3.9763 0.111
H 3.6224 -3.2727 2.6655 0.069
H 2.8237 -2.9852 4.2418 0.107
H 4.9952 -0.7471 2.3896 0.151
H 3.8029 0.4362 2.0579 0.122
H 4.2723 -2.1369 0.4873 0.137
H 4.4105 -0.4737 -0.0228 0.129
H 3.3095 0.5910 3.8498 0.131
H 3.4276 -0.7707 4.9739 0.123
H 1.4378 0.9022 5.0260 0.142
H 1.1128 -0.7917 5.3420 0.111
O -2.8205 -4.9397 6.8961 0.086
C -2.2800 -4.5144 5.7384 -0.265
C -0.8555 -4.7003 5.4337 0.021
C -0.4990 -4.1862 4.2569 -0.142
N -1.2613 -3.3685 3.4481 0.024
C -2.5566 -3.3331 3.6489 -0.737
Br -3.8234 -2.7509 2.3668 0.821
C -3.1056 -3.8458 4.8393 -0.046
H -2.2156 -5.5516 7.3710 0.139
H -0.1165 -5.0850 6.1687 0.138
H 0.4950 -4.4634 3.8672 0.112
H -4.1963 -3.7238 4.9989 0.125
C 2.6898 5.2769 -2.8875 -0.228
Si 1.5076 4.0897 -3.8796 0.321
C 2.3009 2.3749 -3.8380 -0.265
C 0.9942 4.7084 -5.5339 -0.216
As -0.2313 3.6342 -2.1767 0.745
Si -1.9915 2.5807 -3.4137 0.290
C -2.9473 1.3292 -2.3807 -0.222
C -1.3850 1.6637 -5.0187 -0.203
C -3.1744 4.0139 -3.6614 -0.241
Si -0.9338 5.6523 -1.1798 0.266
C -2.4835 5.2431 -0.1601 -0.247
C 0.4651 6.2044 0.0738 -0.253
C -1.0815 6.9940 -2.5445 -0.234
H 3.7365 5.0389 -3.1952 0.028
H 2.6105 5.1162 -1.8092 -0.001
H 2.4723 6.3471 -3.1147 0.029
H 2.5461 2.0461 -2.8256 0.011
H 3.1889 2.2793 -4.4635 0.024
H 1.4918 1.6515 -4.1322 0.002
H 1.7582 4.5205 -6.3306 0.056
H 0.8062 5.7540 -5.3649 0.008
H 0.0126 4.3475 -5.8391 0.017
H -2.2442 0.5417 -2.1185 0.000
H -3.6508 0.7660 -2.9935 0.034
H -3.3423 1.7536 -1.4913 -0.001
H -1.7178 2.1281 -5.9688 0.031
H -1.8549 0.6796 -5.0040 0.007
H -0.2929 1.4894 -5.1370 0.003
H -3.0746 4.4242 -4.6808 0.037
H -3.0273 4.8150 -2.9404 -0.023
H -4.1679 3.5900 -3.5322 0.024
H -3.3052 5.9815 -0.3558 0.037
H -2.3445 5.2424 0.9744 0.046
H -2.8655 4.2289 -0.4295 0.005
H 1.2572 5.4692 0.4969 0.047
H -0.0670 6.5914 0.9465 -0.005
H 0.9974 7.1475 -0.3061 0.036
H -2.1797 7.1793 -2.7455 0.036
H -0.5888 6.7283 -3.5072 0.012
H -0.6661 7.9406 -2.1486 0.022
C -0.8944 -6.5532 -2.0011 0.012
N -0.5872 -5.6784 -0.8626 -0.067
C 0.6998 -5.7625 -0.1643 0.025
C 0.6121 -4.4006 0.6221 -0.418
O 1.4249 -4.0507 1.5300 -0.089
N -0.4448 -3.6741 0.1790 0.089
C -1.1050 -4.4807 -0.6983 -0.358
N -2.2465 -4.0189 -1.2863 0.240
H 0.0167 -7.0256 -2.3582 0.098
H -1.2327 -5.9029 -2.8117 0.096
H -1.5985 -7.3845 -1.7430 0.117
H 1.5910 -5.7614 -0.7992 0.143
H 0.7623 -6.6912 0.5025 0.171
H -2.8020 -3.4023 -0.7060 0.106
H -2.7525 -4.7327 -1.7859 0.113
```

Total charge = +1
Calculated total energy = -247368.8446 eV
Relative energy (zero: lowest compared OMol25 entry of this formula, charge and spin) = 73.06 kJ/mol
HOMO level (alpha / beta) = -8.7 / -8.7 eV
Multiplicity = 3
Frontier orbital gap (alpha / beta) = 5.85 / 5.86 eV


[2]
Here is one molecule with the formula C3H2Br2F2 in a non-equilibrium geometry from the OMol25 dataset. Energies are from ωB97M-V/def2-TZVPD.

The geometry in XYZ format:
```
9
Properties=species:S:1:pos:R:3:lowdin_charge:R:1
C 1.5468 -0.6669 0.3051 -0.727
C 1.0523 0.5466 0.0824 -0.687
C -0.6975 0.8958 0.2343 -0.324
F -0.8009 1.7216 1.2724 0.076
F -1.3517 -0.2474 0.5143 0.061
Br 3.3491 -1.0734 0.2217 0.701
Br 2.2276 1.9029 -0.4849 0.705
H 0.8774 -1.4422 0.8193 0.094
H -1.1361 1.2447 -0.5858 0.101
```

Total charge = 0
Calculated total energy = -148661.5180 eV
Relative energy (zero: lowest compared OMol25 entry of this formula, charge and spin) = 58.00 kJ/mol
Structure (SMILES) = FC(F)/C(Br)=C/Br
HOMO level = -9.6 eV
Multiplicity = 1
Frontier orbital gap = 10.21 eV


[3]
Here is a 6-piece molecular cluster, C35H77N2O15 overall in a non-equilibrium geometry from the OMol25 dataset. Energies are from ωB97M-V/def2-TZVPD.

The geometry in XYZ format:
```
129
Properties=species:S:1:pos:R:3:lowdin_charge:R:1
N 0.1900 5.9763 2.3078 0.176
C 0.6351 4.8384 3.2048 -0.154
C 0.8988 5.1563 4.8211 0.042
C 1.3416 3.8477 5.7635 0.003
C 1.4708 2.4044 4.9990 -0.066
N 1.2797 2.1081 3.5385 0.021
C 0.8807 3.2962 2.7099 -0.035
H -0.0088 6.8306 2.8733 0.167
H 0.8383 6.1564 1.5031 0.175
H -0.7262 5.6614 1.8691 0.193
H 0.7641 6.2501 5.2605 0.108
H 1.5456 3.9649 6.9165 0.109
H 1.7529 1.4743 5.6933 0.131
H 0.7166 3.0951 1.5440 0.122
C -6.4538 -0.4722 8.1922 -0.105
O -5.4586 0.3585 7.6176 -0.209
C -4.6544 0.9949 8.6105 -0.193
C -3.3928 1.5880 7.9744 -0.172
O -2.3552 0.6162 7.7883 -0.143
C -2.5600 -0.3060 6.7101 -0.166
C -2.3103 0.3259 5.3390 -0.190
O -3.4599 1.0620 4.9129 -0.198
C -3.1552 1.9707 3.8668 -0.110
H -7.1124 0.1065 8.8446 0.087
H -7.0481 -0.9070 7.3845 0.090
H -5.9889 -1.2895 8.7546 0.089
H -4.3699 0.2737 9.3853 0.129
H -5.2475 1.7974 9.0598 0.124
H -2.9764 2.3243 8.6706 0.124
H -3.6112 2.1150 7.0448 0.116
H -3.5414 -0.7780 6.7720 0.122
H -1.8140 -1.0944 6.8578 0.127
H -2.1304 -0.4615 4.5975 0.126
H -1.4368 0.9848 5.3882 0.108
H -2.4455 2.7258 4.2162 0.071
H -4.0787 2.4766 3.5718 0.091
H -2.7493 1.4405 3.0010 0.082
C -1.8536 -3.9720 -1.1109 -0.100
O -1.0861 -2.8230 -1.4295 -0.207
C -1.9044 -1.7356 -1.8601 -0.189
C -1.1022 -0.4301 -1.8537 -0.167
O -1.0275 0.1696 -0.5536 -0.152
C -0.1401 -0.4718 0.3716 -0.172
C 1.3323 -0.1786 0.0750 -0.201
O 1.8120 -1.0373 -0.9630 -0.202
C 3.0161 -0.5575 -1.5397 -0.102
H -2.4328 -4.3033 -1.9764 0.073
H -1.1700 -4.7718 -0.8149 0.093
H -2.5214 -3.7618 -0.2682 0.089
H -2.7748 -1.6341 -1.2017 0.129
H -2.2412 -1.9512 -2.8788 0.119
H -1.6341 0.2975 -2.4765 0.125
H -0.1095 -0.5567 -2.2874 0.120
H -0.3404 -1.5419 0.4374 0.123
H -0.3787 -0.0391 1.3492 0.111
H 1.9348 -0.3758 0.9697 0.124
H 1.4497 0.8701 -0.2179 0.114
H 2.8455 0.4083 -2.0235 0.086
H 3.3401 -1.2718 -2.3018 0.080
H 3.7988 -0.4689 -0.7814 0.090
C 8.3540 -6.9381 -4.7619 -0.108
O 7.7176 -6.3216 -3.6548 -0.208
C 8.5554 -5.3497 -3.0293 -0.194
C 7.7335 -4.4672 -2.0840 -0.169
O 7.0508 -3.4073 -2.7666 -0.142
C 5.9001 -3.8023 -3.5247 -0.169
C 4.6888 -4.1073 -2.6408 -0.199
O 4.7801 -5.4322 -2.1104 -0.204
C 3.9174 -5.6243 -1.0006 -0.105
H 9.2774 -7.4333 -4.4516 0.086
H 7.6737 -7.6856 -5.1780 0.090
H 8.5667 -6.1966 -5.5399 0.087
H 9.0386 -4.7233 -3.7879 0.127
H 9.3200 -5.8836 -2.4566 0.124
H 8.4267 -3.9685 -1.3977 0.125
H 7.0442 -5.0515 -1.4732 0.119
H 6.1331 -4.6262 -4.2004 0.120
H 5.6521 -2.9358 -4.1474 0.123
H 3.7724 -4.0557 -3.2407 0.125
H 4.6311 -3.3775 -1.8263 0.114
H 4.2077 -4.9659 -0.1771 0.085
H 4.0161 -6.6602 -0.6643 0.090
H 2.8773 -5.4412 -1.2840 0.084
C 4.1504 11.7890 0.6920 -0.099
O 2.9689 11.2047 0.1692 -0.202
C 2.9846 9.7812 0.2739 -0.194
C 1.5809 9.2142 0.0369 -0.172
O 0.7546 9.2693 1.2072 -0.180
C 0.2567 10.5691 1.5501 -0.167
C -0.8850 11.0221 0.6374 -0.192
O -0.3651 11.5557 -0.5832 -0.205
C -1.3515 11.6212 -1.6008 -0.100
H 5.0325 11.4181 0.1641 0.089
H 4.0873 12.8720 0.5589 0.095
H 4.2365 11.5793 1.7639 0.088
H 3.3389 9.4794 1.2663 0.125
H 3.6670 9.3954 -0.4896 0.128
H 1.6809 8.1482 -0.1953 0.111
H 1.0883 9.6821 -0.8163 0.125
H 1.0618 11.3035 1.5959 0.125
H -0.1440 10.4673 2.5645 0.123
H -1.4550 11.8197 1.1286 0.130
H -1.5493 10.1771 0.4277 0.122
H -1.7015 10.6165 -1.8540 0.085
H -0.8964 12.0620 -2.4921 0.094
H -2.1909 12.2468 -1.2851 0.090
C -2.4456 -5.0060 -4.9537 -0.111
O -3.5018 -5.9506 -5.0064 -0.205
C -4.4032 -5.6857 -6.0811 -0.193
C -5.3089 -6.8969 -6.3276 -0.169
O -4.6817 -7.9051 -7.1311 -0.139
C -3.6818 -8.6892 -6.4674 -0.170
C -4.2822 -9.7240 -5.5133 -0.192
O -4.6173 -9.1144 -4.2639 -0.211
C -5.5158 -9.9084 -3.5057 -0.110
H -2.8370 -3.9934 -4.8284 0.079
H -1.8092 -5.2481 -4.0987 0.081
H -1.8365 -5.0651 -5.8625 0.090
H -3.8438 -5.4544 -6.9949 0.128
H -5.0161 -4.8234 -5.8010 0.122
H -6.1734 -6.5604 -6.9104 0.126
H -5.6943 -7.3166 -5.3976 0.119
H -2.9431 -8.0561 -5.9744 0.118
H -3.1611 -9.2298 -7.2653 0.126
H -3.5441 -10.5087 -5.3090 0.124
H -5.1731 -10.1724 -5.9658 0.127
H -6.4664 -10.0152 -4.0358 0.086
H -5.7063 -9.3998 -2.5566 0.088
H -5.0834 -10.8915 -3.3006 0.086
```

Total charge = +1
Calculated total energy = -71213.9995 eV
Relative energy (zero: lowest compared OMol25 entry of this formula, charge and spin) = 723.20 kJ/mol
HOMO level = -10.2 eV
Multiplicity = 1
Frontier orbital gap = 6.12 eV


[4]
Here is CHEuLiO2 as an isolated structure in a non-equilibrium geometry from the OMol25 dataset. Energies are from ωB97M-V/def2-TZVPD.

The geometry in XYZ format:
```
6
Properties=species:S:1:pos:R:3:lowdin_charge:R:1
O -0.6968 0.3193 -2.4943 -1.222
C 0.8338 -0.5145 2.6992 -0.238
O 0.7043 -0.9812 1.5238 -0.570
Eu -0.1341 -0.5321 -0.5546 1.452
Li -1.0672 1.1860 -3.9016 0.665
H 0.3599 0.5225 2.7275 -0.087
```

Total charge = 0
Calculated total energy = -24678.6837 eV
HOMO level (alpha / beta) = -5.6 / -5.7 eV
Multiplicity = 8
Frontier orbital gap (alpha / beta) = 4.92 / 5.01 eV